# 1
Below is C56H67N4O2SiW as an isolated structure in a non-equilibrium geometry, with properties calculated with ωB97M-V/def2-TZVPD.

ORCA input file:
```
! wB97M-V def2-TZVPD RIJCOSX def2/J DEFGRID3
* xyz 1 1
W -0.225 0.924 0.491
C -0.044 2.516 2.210
C 0.503 1.329 2.765
C -0.554 0.320 2.622
C -1.734 1.032 2.123
C -1.411 2.386 1.916
C -2.354 3.561 1.747
C -3.663 3.140 1.080
C -2.633 4.029 3.183
C -1.709 4.709 0.965
C -0.752 -1.225 2.880
C -2.015 -1.711 2.107
C 1.630 -2.325 3.485
C -1.168 -1.344 4.357
C 1.788 1.501 3.613
C 1.439 1.029 5.031
C 3.048 0.790 3.098
C 2.162 2.989 3.729
H 0.475 3.454 2.163
H -2.744 0.679 2.139
H -4.186 2.368 1.655
H -3.486 2.786 0.064
H -4.327 4.003 1.008
H -3.074 3.231 3.788
H -3.334 4.867 3.158
H -1.716 4.369 3.675
H -1.458 4.406 -0.051
H -0.821 5.095 1.477
H -2.423 5.532 0.885
H -1.931 -1.618 1.023
H -2.905 -1.178 2.423
H -2.204 -2.751 2.354
H 2.240 -1.439 3.359
H 2.246 -3.151 3.158
H 2.560 -2.562 5.340
H -1.260 -2.387 4.662
H -2.149 -0.876 4.469
H -0.499 -0.828 5.035
H 1.467 -0.056 5.103
H 0.450 1.378 5.341
H 2.176 1.424 5.732
H 2.821 -0.052 2.466
H 3.664 0.443 3.933
H 3.657 1.471 2.498
H 1.383 3.581 4.217
H 2.400 3.432 2.760
H 3.061 3.054 4.345
O 0.482 -0.732 0.496
C 0.966 -1.996 0.945
C 0.438 -2.982 -0.169
C 1.127 -2.611 -1.454
C 2.323 -3.191 -1.804
C 3.132 -2.581 -2.745
C 2.739 -1.368 -3.255
C 1.468 -0.862 -2.994
C 1.108 0.413 -3.722
C 0.409 1.667 -3.107
O 0.515 1.732 -1.638
C -1.085 1.722 -3.383
C -1.596 1.635 -4.615
C -2.995 1.642 -4.993
C -4.047 1.352 -4.208
C -4.027 0.967 -2.810
C -3.055 1.174 -1.912
C 1.084 2.946 -3.622
C 1.849 3.000 -4.786
C 2.378 4.208 -5.232
C 2.155 5.372 -4.518
C 1.380 5.326 -3.364
C 0.842 4.129 -2.926
N 0.654 -1.567 -2.187
C 0.422 -2.281 2.495
C 1.518 -2.546 5.000
C 0.896 -3.803 5.505
C 0.190 -4.692 4.815
C -0.221 -4.642 3.404
C -0.177 -3.685 2.471
C 2.492 -2.018 0.736
C 3.184 -3.223 0.887
C 4.530 -3.322 0.585
C 5.216 -2.222 0.079
C 4.532 -1.036 -0.123
C 3.180 -0.939 0.195
H -0.648 -2.923 -0.237
H 0.721 -3.998 0.086
H 2.639 -4.086 -1.286
H 4.088 -3.013 -3.019
H 3.402 -0.803 -3.896
H 0.550 0.149 -4.626
H 2.080 0.742 -4.056
H -0.891 1.592 -5.446
H -3.197 1.873 -6.033
H -5.027 1.377 -4.670
H -4.930 0.480 -2.452
H -3.187 0.817 -0.892
H 2.019 2.129 -5.404
H 2.960 4.228 -6.144
H 2.565 6.311 -4.867
H 1.173 6.233 -2.811
H 0.195 4.125 -2.057
H 1.082 -1.710 5.536
H 1.054 -3.996 6.563
H -0.173 -5.563 5.351
H -0.700 -5.559 3.073
H -0.654 -3.980 1.549
H 2.663 -4.110 1.233
H 5.044 -4.266 0.730
H 6.270 -2.297 -0.158
H 5.048 -0.170 -0.525
H 2.678 -0.002 0.021
C -0.831 -4.448 -2.943
Si -1.830 -2.875 -2.962
C -3.311 -3.040 -1.857
C -2.257 -2.455 -4.711
C -0.823 -1.378 -2.265
H -1.386 -5.184 -3.534
H -0.700 -4.868 -1.941
H 0.152 -4.339 -3.408
H -4.051 -3.705 -2.316
H -3.790 -2.069 -1.695
H -3.047 -3.465 -0.882
H -2.783 -3.290 -5.186
H -1.354 -2.255 -5.300
H -2.894 -1.571 -4.764
H -1.233 -1.089 -1.309
H -1.021 -0.561 -2.952
N -0.860 1.771 -1.081
C -1.859 2.073 -2.130
N -2.161 3.442 -1.990
C -3.154 3.956 -2.688
N -4.030 4.457 -3.275
*
```

E	-2899.7588	a.u.
LUMO energy	-3.5	eV


# 2
Below is C56H72Cl2CrNP3Si as an isolated structure in a non-equilibrium geometry, with properties calculated with ωB97M-V/def2-TZVPD.

ORCA input file:
```
! wB97M-V def2-TZVPD RIJCOSX def2/J DEFGRID3
* xyz 0 5
Cr 0.359 -0.771 -0.071
C 1.260 -4.110 -1.822
Si 1.297 -2.211 -1.801
C 3.172 -1.860 -1.961
C 3.986 -2.452 -2.941
C 5.357 -2.257 -2.964
C 5.958 -1.483 -1.976
C 5.180 -0.911 -0.982
C 3.790 -1.081 -0.974
P 2.723 -0.335 0.325
C 3.784 -0.638 1.806
C 3.227 -0.046 3.110
C 2.156 -0.921 3.764
C 2.611 -2.389 3.951
C 4.010 -2.636 3.389
C 4.082 -2.165 1.935
C 2.847 1.485 -0.011
C 4.237 2.113 -0.088
C 4.115 3.650 -0.140
C 2.863 4.117 -0.909
C 2.469 3.101 -1.977
C 2.081 1.760 -1.329
C 0.467 -1.725 -3.458
C 1.009 -1.967 -4.728
C 0.333 -1.619 -5.886
C -0.923 -1.027 -5.799
C -1.487 -0.787 -4.557
C -0.803 -1.128 -3.384
P -1.508 -0.844 -1.710
C -2.542 0.661 -2.031
C -1.656 1.855 -2.467
C -2.340 3.207 -2.195
C -3.854 3.090 -2.360
C -4.441 2.130 -1.306
C -3.418 1.073 -0.852
C -2.794 -2.182 -1.566
C -3.863 -2.196 -2.692
C -3.694 -3.388 -3.634
C -3.876 -4.708 -2.876
C -3.177 -4.668 -1.496
C -2.124 -3.562 -1.437
H 2.279 -4.512 -1.845
H 0.723 -4.478 -2.704
H 0.763 -4.509 -0.929
H 3.540 -3.105 -3.687
H 5.960 -2.719 -3.737
H 7.032 -1.343 -1.969
H 5.676 -0.337 -0.208
H 4.705 -0.111 1.576
H 2.826 0.957 2.928
H 4.061 0.078 3.807
H 1.252 -0.884 3.157
H 1.909 -0.482 4.725
H 1.914 -3.042 3.422
H 2.578 -2.669 5.008
H 4.250 -3.701 3.438
H 4.762 -2.113 3.989
H 3.359 -2.747 1.357
H 5.063 -2.386 1.513
H 2.291 1.935 0.816
H 4.738 1.750 -0.988
H 4.859 1.833 0.766
H 5.013 4.055 -0.611
H 4.084 4.047 0.878
H 3.041 5.096 -1.357
H 2.021 4.235 -0.218
H 3.308 2.954 -2.664
H 1.634 3.475 -2.573
H 2.273 0.959 -2.049
H 1.019 1.752 -1.101
H 1.986 -2.432 -4.817
H 0.781 -1.802 -6.856
H -1.463 -0.750 -6.698
H -2.465 -0.321 -4.523
H -3.223 0.400 -2.842
H -1.409 1.768 -3.525
H -0.714 1.821 -1.920
H -1.941 3.964 -2.874
H -2.116 3.543 -1.179
H -4.072 2.721 -3.369
H -4.324 4.072 -2.278
H -5.321 1.627 -1.718
H -4.780 2.696 -0.435
H -3.946 0.218 -0.430
H -2.777 1.468 -0.075
H -3.293 -1.961 -0.617
H -3.851 -1.277 -3.276
H -4.856 -2.249 -2.233
H -2.701 -3.345 -4.091
H -4.417 -3.322 -4.449
H -3.479 -5.528 -3.479
H -4.943 -4.902 -2.744
H -2.711 -5.628 -1.275
H -3.913 -4.486 -0.704
H -1.408 -3.708 -2.255
H -1.565 -3.621 -0.512
Cl 0.052 -2.549 1.278
C -0.425 -5.519 2.825
Cl -0.355 -6.219 1.281
H -1.328 -4.982 3.091
H 0.512 -5.358 3.344
N -0.134 0.763 1.002
P -0.941 1.553 2.046
C -1.258 3.260 1.450
C -2.487 3.916 1.416
C -2.587 5.202 0.890
C -1.463 5.849 0.394
C -0.236 5.196 0.398
C -0.142 3.909 0.909
C -0.150 1.858 3.685
C 0.764 2.894 3.883
C 1.372 3.082 5.120
C 1.058 2.247 6.184
C 0.153 1.210 6.000
C -0.432 1.006 4.756
C -2.547 0.862 2.600
C -3.389 1.535 3.489
C -4.593 0.964 3.880
C -4.945 -0.303 3.422
C -4.083 -1.003 2.589
C -2.891 -0.417 2.175
H -3.379 3.427 1.780
H -3.552 5.696 0.865
H -1.546 6.853 -0.007
H 0.643 5.684 -0.009
H 0.802 3.376 0.872
H 0.990 3.582 3.076
H 2.089 3.884 5.252
H 1.516 2.407 7.154
H -0.098 0.553 6.825
H -1.115 0.175 4.622
H -3.085 2.492 3.901
H -5.253 1.501 4.554
H -5.886 -0.748 3.730
H -4.335 -2.010 2.268
H -2.201 -0.954 1.538
*
```

<S²>	6.08
E	-5510.3239	a.u.
LUMO energy (spin up / spin down)	0.2 / 0.5	eV


# 3
Below is C56H72NO5PtSi as an isolated structure, with properties calculated with ωB97M-V/def2-TZVPD.

ORCA input file:
```
! wB97M-V def2-TZVPD RIJCOSX def2/J DEFGRID3
* xyz 0 2
Pt 0.172 0.452 0.312
C -3.420 2.588 -0.131
O -2.390 1.666 0.199
C -1.128 2.154 -0.174
C -0.555 3.143 0.718
C -0.843 3.199 2.212
C -0.594 2.000 3.120
C -1.438 1.770 4.201
C -1.302 0.650 5.016
C -0.290 -0.258 4.698
C 0.565 -0.075 3.626
C 1.527 -1.181 3.204
C 0.912 -2.252 2.299
C 0.034 -3.204 2.816
C -0.590 -4.141 2.007
C -0.347 -4.089 0.628
C 0.510 -3.161 0.054
C 0.747 -3.176 -1.456
C 0.528 -1.975 -2.390
C 1.094 -2.021 -3.661
C 0.865 -1.047 -4.635
C 0.058 0.042 -4.295
C -0.516 0.138 -3.039
C -1.445 1.274 -2.614
C -0.894 2.279 -1.608
C -0.115 3.311 -2.054
C 0.469 4.251 -1.191
C 0.260 4.116 0.178
C 1.265 5.412 -1.772
C 1.979 6.227 -0.694
C 0.296 6.334 -2.530
C 2.320 4.874 -2.743
C -0.288 -0.879 -2.109
O -0.866 -0.746 -0.915
C 1.419 -1.254 -6.049
C 0.762 -2.504 -6.655
C 1.120 -0.071 -6.972
C 2.939 -1.462 -6.019
C 1.169 -2.297 0.935
O 1.978 -1.327 0.400
C 3.351 -1.639 0.221
C -1.526 -5.214 2.567
C -1.672 -5.119 4.086
C -2.922 -5.062 1.951
C -0.968 -6.602 2.222
C 0.451 1.107 2.870
O 1.235 1.315 1.802
C -2.232 0.355 6.194
C -1.417 0.302 7.493
C -3.319 1.419 6.353
C -2.924 -0.999 5.975
H -3.226 3.572 0.307
H -4.345 2.182 0.276
H -3.518 2.699 -1.215
H -1.891 3.492 2.346
H -0.250 4.037 2.591
H -2.237 2.481 4.386
H -0.182 -1.161 5.291
H 1.887 -1.679 4.108
H 2.381 -0.728 2.707
H -0.161 -3.187 3.881
H -0.849 -4.793 -0.029
H 0.113 -3.982 -1.840
H 1.771 -3.521 -1.632
H 1.714 -2.878 -3.909
H -0.138 0.823 -5.020
H -2.351 0.824 -2.201
H -1.723 1.832 -3.511
H 0.064 3.380 -3.121
H 0.723 4.815 0.861
H 1.275 6.719 -0.021
H 2.578 7.005 -1.171
H 2.649 5.602 -0.100
H -0.465 6.735 -1.858
H -0.210 5.801 -3.336
H 0.844 7.171 -2.968
H 2.974 4.164 -2.236
H 2.924 5.694 -3.136
H 1.861 4.362 -3.589
H -0.323 -2.390 -6.689
H 0.989 -3.394 -6.066
H 1.125 -2.669 -7.673
H 0.046 0.078 -7.098
H 1.545 -0.264 -7.959
H 1.555 0.857 -6.598
H 3.218 -2.319 -5.403
H 3.451 -0.585 -5.624
H 3.310 -1.647 -7.030
H 3.490 -2.322 -0.621
H 3.762 -2.086 1.130
H 3.848 -0.695 0.009
H -2.098 -4.160 4.390
H -0.713 -5.246 4.592
H -2.341 -5.907 4.436
H -3.355 -4.095 2.213
H -3.586 -5.846 2.323
H -2.893 -5.138 0.862
H 0.026 -6.734 2.653
H -0.888 -6.745 1.144
H -1.621 -7.382 2.619
H -0.922 1.258 7.675
H -0.648 -0.470 7.447
H -2.067 0.082 8.343
H -2.892 2.406 6.539
H -3.956 1.165 7.203
H -3.956 1.481 5.468
H -2.201 -1.812 5.898
H -3.512 -0.988 5.053
H -3.596 -1.224 6.807
O -1.272 -0.499 1.672
N -2.537 -0.756 1.407
C -3.464 -0.073 2.104
C -4.802 -0.325 1.920
C -5.198 -1.284 0.997
C -4.225 -1.981 0.306
C -2.888 -1.712 0.535
H -3.049 0.648 2.792
H -5.523 0.232 2.502
H -6.247 -1.492 0.835
H -4.481 -2.753 -0.405
H -2.063 -2.214 0.061
C 4.762 -0.439 -2.774
Si 4.097 1.306 -2.590
C 5.416 2.377 -1.802
C 3.684 1.919 -4.311
C 2.588 1.263 -1.562
C 1.626 1.021 -0.860
H 5.553 -0.474 -3.528
H 3.955 -1.104 -3.089
H 5.177 -0.823 -1.841
H 6.298 2.419 -2.447
H 5.722 1.964 -0.838
H 5.078 3.400 -1.631
H 4.537 1.815 -4.987
H 3.365 2.961 -4.326
H 2.861 1.311 -4.695
*
```

<S²>	0.79
E	-3016.7690	a.u.
LUMO energy (spin up / spin down)	0.1 / -1.0	eV


We obtain energy relative to the best compared isomer or geometry (same formula, charge and spin) values of 137.0 0.0 0.0 kcal/mol for the records listed above, in that order.